Run 1
{"formula": "C7H6O", "method": "ωB97M-V/def2-TZVPD", "elements": ["C", "C", "C", "C", "C", "C", "C", "H", "H", "H", "H", "H", "H", "O"], "xyz": [[0.144, 0.041, 0.133], [0.343, 1.158, -1.014], [1.583, 1.637, -1.544], [-0.943, 0.192, 1.260], [-1.372, 0.315, 2.447], [-0.560, -1.035, -0.611], [-1.203, -1.898, -1.265], [1.147, -1.181, 1.137], [-0.611, 1.449, -1.489], [2.606, 1.435, -1.378], [1.269, 2.600, -2.108], [-1.882, 0.376, 3.261], [-1.482, -3.258, -1.101], [1.375, -0.486, 0.655]], "mulliken_charge": [1.49, -0.44, -0.75, -0.82, -0.23, -0.46, -0.34, 0.35, 0.30, 0.38, 0.20, 0.54, 0.28, -0.50], "spin_multiplicity": 1, "homo_ev": -9.55, "homo_lumo_gap_ev": 9.785}

Run 2
{"formula": "C7H6O", "method": "ωB97M-V/def2-TZVPD", "elements": ["C", "C", "C", "C", "C", "O", "C", "C", "H", "H", "H", "H", "H", "H"], "xyz": [[0.129, -0.788, -2.480], [-0.262, -0.262, -1.476], [-0.847, 0.203, -0.214], [-0.412, 1.505, 0.280], [0.082, 2.559, 0.593], [-0.848, -0.804, 0.795], [0.365, -1.330, 1.184], [1.494, -0.659, 0.958], [0.472, -1.418, -3.283], [-1.918, 0.186, -0.403], [0.605, 3.473, 0.828], [0.322, -2.326, 1.692], [1.576, 0.348, 0.529], [2.430, -1.196, 1.209]], "mulliken_charge": [0.07, -0.47, -0.02, -0.71, 0.18, -0.38, 0.15, -0.68, 0.42, 0.27, 0.42, 0.34, 0.18, 0.24], "smiles": "C#CC(C#C)OC=C", "spin_multiplicity": 1, "homo_ev": -9.14, "homo_lumo_gap_ev": 10.170}

Taking the most stable structure as the zero point, the relative energies in hartree are run 1 0.1268; run 2 0.0000.

Run 1
{"formula": "C2H7NS", "method": "ωB97M-V/def2-TZVPD", "elements": ["C", "S", "C", "N", "H", "H", "H", "H", "H", "H", "H"], "xyz": [[0.992, 0.817, 1.142], [1.189, 0.426, -0.658], [-0.422, -0.238, -1.237], [-1.232, -0.735, -0.144], [1.001, -0.134, 1.664], [1.897, 1.370, 1.384], [0.141, 1.447, 1.378], [-0.975, 0.538, -1.760], [-0.053, -0.965, -1.966], [-1.856, -1.471, -0.422], [-0.682, -1.056, 0.618]], "mulliken_charge": [-0.89, -0.10, -0.34, -0.52, 0.30, 0.29, 0.32, 0.31, 0.25, 0.22, 0.17], "smiles": "CSCN", "spin_multiplicity": 1, "homo_ev": -8.51, "homo_lumo_gap_ev": 9.543}

Run 2
{"formula": "C2H7NS", "method": "ωB97M-V/def2-TZVPD", "elements": ["C", "C", "S", "N", "H", "H", "H", "H", "H", "H", "H"], "xyz": [[0.064, 0.653, 0.003], [-0.936, -0.270, 0.546], [-0.864, -1.874, -0.314], [1.354, 0.346, 0.447], [-0.117, 1.720, 0.094], [-0.036, 0.162, -1.171], [-1.939, 0.112, 0.348], [-0.763, -0.635, 1.559], [-0.151, -0.087, -1.959], [1.373, -0.622, 0.757], [2.014, 0.495, -0.309]], "mulliken_charge": [0.29, -0.96, -0.30, -0.48, 0.30, -0.45, 0.30, 0.39, 0.36, 0.31, 0.25], "spin_multiplicity": 1, "homo_ev": -7.85, "homo_lumo_gap_ev": 6.436}

Run 3
{"formula": "C2H7NS", "method": "ωB97M-V/def2-TZVPD", "elements": ["S", "H", "C", "C", "N", "H", "H", "H", "H", "H", "H"], "xyz": [[-1.863, -1.240, -1.244], [-3.178, -0.435, -0.636], [0.068, 0.185, 0.036], [0.810, -0.018, 1.378], [0.828, 0.812, -1.015], [-0.977, 0.407, 0.202], [0.912, -1.031, 1.820], [1.076, 0.775, 2.078], [1.193, -0.171, -1.091], [-0.203, -0.876, -0.180], [1.334, 1.592, -1.346]], "mulliken_charge": [-0.47, 0.12, -0.40, -0.36, -0.42, 0.34, 0.24, 0.25, 0.33, 0.16, 0.20], "spin_multiplicity": 1, "homo_ev": -7.31, "homo_lumo_gap_ev": 4.324}

Taking the most stable structure as the zero point, the relative energies in hartree are run 1 0.0000; run 2 0.1460; run 3 0.2880.

Run 1
{"formula": "C4H7FN2", "method": "ωB97M-V/def2-TZVPD", "elements": ["C", "C", "C", "C", "H", "H", "H", "H", "H", "H", "H", "N", "N", "F"], "xyz": [[-0.123, 0.116, 0.075], [0.186, -1.059, 0.768], [-0.195, 0.370, -1.324], [-0.045, -0.471, -2.380], [0.535, 0.737, 2.590], [-0.550, 2.174, 2.105], [-0.326, -1.390, 1.782], [-0.021, -1.995, 0.038], [-0.264, 1.387, -1.625], [-0.163, 0.079, -3.373], [-0.203, -1.805, -2.370], [-0.189, 1.247, 1.945], [-0.207, 1.306, 0.673], [1.566, -0.695, 1.095]], "mulliken_charge": [0.57, -0.29, -0.13, -0.81, 0.26, 0.27, 0.28, 0.18, 0.34, 0.24, 0.14, -0.48, -0.26, -0.31], "spin_multiplicity": 1, "homo_ev": -7.89, "homo_lumo_gap_ev": 8.378}

Run 2
{"formula": "C4H7FN2", "method": "ωB97M-V/def2-TZVPD", "elements": ["C", "N", "C", "N", "C", "C", "F", "H", "H", "H", "H", "H", "H", "H"], "xyz": [[-0.664, -0.872, -0.974], [0.019, 0.089, -0.247], [-0.637, 0.827, 0.891], [0.367, 1.504, 1.520], [1.595, 1.290, 1.210], [1.433, -0.020, -0.018], [1.857, -1.188, 0.675], [0.204, -1.260, -1.578], [-1.145, -1.742, -0.501], [-1.434, -0.354, -1.589], [-1.068, 0.260, 1.685], [-1.426, 1.580, 0.600], [2.481, 1.481, 1.818], [2.163, 0.175, -0.767]], "mulliken_charge": [-0.82, 0.00, -0.32, -0.44, -0.20, -0.04, -0.33, 0.29, 0.27, 0.29, 0.31, 0.27, 0.33, 0.39], "smiles": "CN1CN=C[C@H]1F", "spin_multiplicity": 1, "homo_ev": -9.29, "homo_lumo_gap_ev": 10.297}

Run 3
{"formula": "C4H7FN2", "method": "ωB97M-V/def2-TZVPD", "elements": ["F", "C", "C", "N", "N", "C", "C", "H", "H", "H", "H", "H", "H", "H"], "xyz": [[-1.129, -1.477, 2.881], [-0.923, -0.846, 1.804], [0.113, -1.404, 0.882], [0.461, -0.748, -0.182], [-0.008, 0.446, -0.417], [0.983, 1.400, -0.830], [0.079, 0.822, -1.934], [-1.852, -0.913, 1.158], [-0.978, 0.300, 1.828], [0.723, -2.279, 1.043], [0.795, 2.454, -0.595], [2.076, 0.914, -0.905], [-0.848, 1.322, -2.263], [0.507, 0.010, -2.470]], "mulliken_charge": [-0.27, -0.16, -0.16, -0.61, 0.06, -0.42, -0.53, 0.20, 0.33, 0.41, 0.26, 0.29, 0.26, 0.34], "smiles": "FC/C=N\\N1CC1", "spin_multiplicity": 1, "homo_ev": -8.33, "homo_lumo_gap_ev": 9.475}

Run 4
{"formula": "C4H7FN2", "method": "ωB97M-V/def2-TZVPD", "elements": ["C", "C", "C", "C", "N", "N", "F", "H", "H", "H", "H", "H", "H", "H"], "xyz": [[2.651, 0.899, -0.188], [3.029, 0.156, 0.667], [0.096, -1.571, -0.628], [-2.285, 0.836, 0.430], [-0.647, -0.517, -0.392], [-1.603, -0.419, 0.458], [-0.033, -2.655, 0.154], [2.299, 1.554, -0.926], [3.402, -0.491, 1.405], [0.955, -1.565, -1.266], [-3.195, 0.715, 1.012], [-1.681, 1.630, 0.889], [-2.545, 1.146, -0.592], [-0.444, 0.282, -1.023]], "mulliken_charge": [-0.46, -0.29, -0.21, -0.74, 0.43, -0.81, -0.23, 0.38, 0.38, 0.40, 0.27, 0.27, 0.28, 0.33], "spin_multiplicity": 1, "homo_ev": -7.32, "homo_lumo_gap_ev": 8.057}

Taking the most stable structure as the zero point, the relative energies in hartree are run 1 0.0878; run 2 0.0000; run 3 0.0633; run 4 0.1034.

Run 1
{"formula": "C4H7FN2", "method": "ωB97M-V/def2-TZVPD", "elements": ["C", "C", "C", "C", "F", "N", "N", "H", "H", "H", "H", "H", "H", "H"], "xyz": [[-0.762, 1.817, -0.251], [-0.105, 0.947, 0.488], [-0.021, -0.482, 0.116], [-1.224, -1.413, 0.177], [-2.271, -0.686, -0.308], [1.043, -1.086, -0.125], [2.216, -0.383, -0.193], [-0.740, 2.874, -0.090], [-1.323, 1.450, -1.151], [0.506, 1.243, 1.343], [-1.090, -2.375, -0.331], [-1.431, -1.586, 1.258], [2.204, 0.604, -0.423], [2.998, -0.923, -0.509]], "mulliken_charge": [-0.54, -0.54, 0.51, -0.13, -0.29, -0.34, -0.50, 0.32, 0.20, 0.40, 0.30, 0.17, 0.22, 0.22], "smiles": "C=C/C(CF)=N\\N", "spin_multiplicity": 1, "homo_ev": -8.68, "homo_lumo_gap_ev": 9.743}

Run 2
{"formula": "C4H7FN2", "method": "ωB97M-V/def2-TZVPD", "elements": ["C", "C", "C", "C", "N", "N", "F", "H", "H", "H", "H", "H", "H", "H"], "xyz": [[-0.429, -2.142, -0.316], [-0.026, -0.352, 1.260], [-0.973, 0.358, -0.700], [1.125, 1.179, -0.404], [0.009, -1.745, 0.719], [-0.080, 0.671, 0.245], [-2.313, 0.548, -0.378], [-0.859, -3.016, -0.893], [-0.890, -0.350, 1.850], [0.755, -0.312, 2.021], [-0.703, 0.815, -1.571], [1.637, 0.630, -1.292], [0.835, 2.115, -0.864], [1.910, 1.601, 0.322]], "mulliken_charge": [0.00, -0.38, -0.53, -0.92, -0.34, 0.19, -0.29, 0.26, 0.30, 0.36, 0.32, 0.32, 0.42, 0.29], "spin_multiplicity": 1, "homo_ev": [-6.96, -7.10], "homo_lumo_gap_ev": [8.003, 8.115]}

Taking the most stable structure as the zero point, the relative energies in hartree are run 1 0.0000; run 2 0.1024.